{"formula": "C26H30BrF4IN2OPRuS2", "method": "ωB97M-V/def2-TZVPD", "symbols": ["Ru", "C", "C", "N", "C", "C", "S", "C", "C", "N", "H", "H", "H", "H", "H", "H", "H", "H", "H", "H", "H", "H", "H", "H", "F", "C", "C", "F", "C", "F", "C", "P", "C", "C", "C", "C", "C", "C", "C", "C", "C", "C", "C", "C", "C", "Br", "C", "F", "H", "H", "H", "H", "H", "H", "H", "H", "H", "H", "C", "S", "C", "O", "H", "H", "H", "H", "H", "H", "I"], "xyz": [[-0.185, -0.434, 0.237], [-3.068, 0.819, -0.698], [-1.984, 1.204, -1.685], [-0.639, 1.287, -1.069], [-0.246, 2.555, -0.459], [-0.991, 2.815, 0.821], [-0.905, 1.360, 1.898], [-2.644, 0.999, 2.304], [-3.176, -0.204, 1.553], [-2.589, -0.238, 0.213], [-3.952, 0.492, -1.247], [-3.377, 1.677, -0.103], [-2.239, 2.153, -2.164], [-1.925, 0.445, -2.462], [0.036, 1.089, -1.802], [-0.393, 3.396, -1.145], [0.820, 2.483, -0.244], [-2.034, 3.095, 0.693], [-0.496, 3.630, 1.350], [-3.207, 1.917, 2.141], [-2.661, 0.801, 3.375], [-4.270, -0.192, 1.527], [-2.876, -1.105, 2.076], [-2.801, -1.143, -0.201], [0.969, -3.665, 6.525], [1.140, -2.904, 5.469], [2.173, -1.981, 5.433], [2.987, -1.864, 6.461], [2.350, -1.187, 4.309], [3.386, -0.358, 4.308], [1.489, -1.264, 3.221], [1.719, -0.261, 1.734], [2.066, 1.415, 2.297], [1.675, 1.913, 3.538], [2.015, 3.206, 3.904], [2.724, 4.016, 3.025], [3.089, 3.539, 1.774], [2.755, 2.243, 1.407], [3.267, -0.943, 1.101], [4.510, -0.388, 1.388], [5.665, -1.031, 0.955], [5.581, -2.216, 0.241], [4.338, -2.779, -0.031], [3.185, -2.145, 0.398], [0.479, -2.205, 3.286], [-0.654, -2.455, 1.805], [0.294, -3.028, 4.375], [-0.673, -3.932, 4.397], [1.121, 1.293, 4.232], [1.736, 3.578, 4.880], [2.992, 5.023, 3.318], [3.648, 4.166, 1.093], [3.039, 1.867, 0.430], [4.593, 0.528, 1.955], [6.632, -0.606, 1.190], [6.483, -2.710, -0.095], [4.272, -3.714, -0.572], [2.214, -2.587, 0.195], [3.923, 0.733, -2.347], [2.274, 0.088, -2.473], [2.660, -1.596, -2.964], [1.796, 0.119, -1.006], [4.436, 0.193, -1.548], [3.852, 1.795, -2.123], [4.426, 0.595, -3.304], [2.040, -1.846, -3.821], [2.415, -2.246, -2.132], [3.714, -1.675, -3.220], [-0.676, -2.174, -1.676]], "forces_ev_per_a": [[-2.36, 1.49, 2.71], [0.04, 0.16, 0.17], [-0.07, 0.17, -0.11], [0.58, -0.82, -0.34], [-0.04, 0.26, -0.13], [0.15, 0.34, 0.27], [0.09, -0.79, -0.02], [0.00, 0.10, 0.26], [-0.06, 0.21, -0.04], [0.20, -0.93, -0.45], [-0.02, -0.01, 0.02], [0.00, -0.02, 0.03], [0.03, 0.01, 0.00], [0.05, 0.00, -0.01], [-0.04, 0.11, -0.05], [-0.05, -0.04, -0.04], [-0.02, -0.01, -0.05], [0.00, -0.05, -0.10], [-0.07, -0.01, 0.07], [0.00, -0.01, -0.05], [-0.02, 0.09, 0.01], [0.00, 0.08, -0.04], [-0.09, -0.06, -0.03], [-0.07, 0.05, -0.11], [0.00, -0.02, 0.01], [0.00, -0.02, -0.01], [0.02, 0.00, -0.01], [0.02, -0.01, 0.00], [0.05, -0.07, 0.09], [-0.03, 0.06, -0.06], [-0.10, 0.22, 0.19], [0.48, 0.01, -0.87], [0.22, 0.11, -0.23], [0.17, -0.03, 0.09], [-0.03, 0.00, -0.03], [-0.01, 0.03, 0.02], [-0.05, -0.05, -0.01], [0.01, 0.11, 0.01], [0.11, -0.13, 0.05], [0.04, -0.06, 0.02], [-0.03, 0.05, 0.00], [0.00, -0.01, -0.02], [0.02, 0.00, 0.02], [0.01, -0.07, 0.14], [-0.13, -0.07, 0.18], [0.19, -0.08, -0.67], [0.03, -0.04, 0.11], [-0.04, 0.03, -0.04], [0.03, -0.02, 0.02], [-0.01, 0.00, -0.01], [0.01, -0.01, 0.01], [-0.02, 0.01, 0.00], [0.04, -0.03, 0.05], [0.00, -0.02, 0.02], [0.00, 0.01, -0.02], [-0.01, -0.01, 0.02], [0.00, 0.00, 0.01], [0.01, 0.01, -0.05], [0.19, 0.05, -0.05], [-0.26, 0.20, 0.29], [0.05, -0.12, -0.01], [0.49, 0.06, -0.85], [0.03, 0.01, -0.04], [0.02, -0.01, 0.03], [0.01, 0.03, 0.02], [-0.02, 0.00, 0.01], [0.02, -0.03, 0.01], [0.00, -0.02, 0.03], [0.25, -0.38, -0.41]], "mulliken_charge": [-0.363, -0.700, -0.712, 0.222, -0.513, -0.954, 0.364, -0.940, -0.728, -0.073, 0.474, 0.280, 0.278, 0.396, 0.099, 0.529, -0.027, 0.491, 0.653, 0.471, 0.556, 0.427, 0.218, 0.347, -0.245, 0.513, 0.283, -0.252, -0.020, -0.367, 0.313, 1.355, 0.862, -0.199, -0.941, -0.791, -0.708, -1.381, 1.336, -0.596, -0.798, -0.685, -0.489, -0.925, 0.062, 0.019, 0.457, -0.301, 0.536, 0.512, 0.456, 0.520, 0.557, 0.381, 0.484, 0.449, 0.535, 0.324, -1.050, 0.440, -0.866, -0.444, 0.238, 0.318, 0.522, 0.429, 0.056, 0.417, -0.111], "total_energy_ha": -5696.7642, "s_squared": 0.76, "spin_multiplicity": 2, "e_above_lowest_ev": 0.000, "charge": 2, "e_homo_ev": [-13.8, -14.2]}